<a>
DFT (ωB97M-V with the def2-TZVPD basis set) results for a structure of composition C23H28Cl2N4O2PdSSe3.

The geometry in XYZ format:
```
64
C23H28Cl2N4O2PdSSe3 (ωB97M-V with the def2-TZVPD basis set)
Pd 0.42 -1.64 -0.24
C -0.28 -2.06 3.75
Se 0.75 -2.70 2.24
C 2.31 -1.56 2.49
C 3.44 -2.04 1.60
Se 2.97 -2.04 -0.32
C 3.33 -3.91 -0.68
H -0.38 -0.98 3.67
H 0.21 -2.36 4.66
H -1.26 -2.53 3.68
H 2.61 -1.63 3.54
H 2.01 -0.54 2.27
H 3.71 -3.07 1.83
H 4.31 -1.40 1.71
H 4.37 -4.11 -0.44
H 3.15 -4.06 -1.74
H 2.67 -4.54 -0.10
S 0.24 -1.30 -2.83
C -1.48 -1.20 -2.81
N -2.09 -0.11 -3.27
C -3.53 0.10 -3.22
C -4.12 -0.76 -2.12
C -3.66 -2.19 -2.33
N -2.21 -2.23 -2.41
H -1.48 0.65 -3.51
H -3.98 -0.15 -4.18
H -3.71 1.16 -3.02
H -5.21 -0.70 -2.12
H -3.74 -0.42 -1.15
H -4.09 -2.60 -3.25
H -3.98 -2.83 -1.51
H -1.69 -2.95 -1.91
Se 0.44 -6.31 0.30
C -0.03 -4.72 -0.30
N -0.39 -3.68 -0.71
Cl 1.32 0.96 -0.84
C 2.28 1.82 0.32
C 3.65 1.62 0.31
C 4.43 2.14 1.32
C 3.84 2.86 2.35
C 2.48 3.11 2.32
Cl 1.76 4.02 3.61
C 1.65 2.64 1.28
N 0.31 2.94 1.29
C -0.53 3.13 0.17
C -0.09 3.92 -0.89
C -0.92 4.16 -1.98
C -2.20 3.62 -2.00
C -2.62 2.81 -0.96
C -1.80 2.54 0.14
C -2.24 1.51 1.17
C -1.31 0.29 1.05
O -0.34 0.24 1.82
O -1.57 -0.53 0.11
H 4.08 1.01 -0.47
H 5.50 1.98 1.32
H 4.43 3.26 3.16
H -0.14 2.92 2.19
H 0.91 4.34 -0.86
H -0.57 4.79 -2.79
H -2.86 3.83 -2.83
H -3.61 2.36 -0.98
H -3.27 1.22 0.96
H -2.18 1.89 2.19
```

**⟨S²⟩**: 2.010
**Spin multiplicity**: 3
**HOMO (spin up / spin down)**: -7.43 / -7.52 eV
**LUMO level (spin up / spin down)**: 0.36 / -1.18 eV

***

<b>
DFT (ωB97M-V with the def2-TZVPD basis set) results for a structure of composition C23H28Cl2N4O2PdSSe3.

The geometry in XYZ format:
```
64
C23H28Cl2N4O2PdSSe3 (ωB97M-V with the def2-TZVPD basis set)
Pd 1.27 1.00 0.39
C 4.84 0.38 0.61
Se 3.69 1.91 0.28
C 3.72 2.65 2.09
C 3.02 1.81 3.14
Se 1.10 1.81 2.84
C 0.62 0.26 3.90
H 5.69 0.72 1.19
H 5.18 0.03 -0.36
H 4.27 -0.40 1.11
H 3.26 3.64 2.00
H 4.77 2.79 2.35
H 3.21 2.20 4.14
H 3.33 0.76 3.10
H 0.99 -0.63 3.42
H -0.46 0.24 3.94
H 1.04 0.39 4.90
S 0.70 3.51 -0.37
C -0.99 3.76 -0.11
N -1.53 3.75 1.10
C -2.96 3.83 1.38
C -3.76 3.47 0.14
C -3.22 4.24 -1.05
N -1.78 3.99 -1.16
H -0.90 3.50 1.84
H -3.20 4.84 1.73
H -3.18 3.13 2.19
H -4.81 3.72 0.30
H -3.69 2.40 -0.04
H -3.40 5.31 -0.95
H -3.68 3.90 -1.97
H -1.33 4.01 -2.05
Se 0.89 -3.56 1.74
C 1.55 -1.95 1.38
N 2.03 -0.89 1.20
Cl -0.51 -3.85 -4.09
C -1.13 -4.55 -2.62
C -1.34 -5.92 -2.61
C -1.95 -6.52 -1.53
C -2.39 -5.74 -0.47
C -2.15 -4.38 -0.48
Cl -2.75 -3.41 0.83
C -1.47 -3.74 -1.53
N -1.25 -2.37 -1.49
C 0.00 -1.76 -1.70
C 1.19 -2.47 -1.78
C 2.40 -1.82 -2.01
C 2.44 -0.44 -2.14
C 1.25 0.29 -2.00
C 0.03 -0.36 -1.81
C -1.23 0.43 -1.62
C -1.72 0.39 -0.17
O -2.92 0.19 0.05
O -0.85 0.64 0.74
H -1.04 -6.50 -3.47
H -2.12 -7.59 -1.51
H -2.91 -6.17 0.37
H -1.86 -1.88 -0.86
H 1.18 -3.54 -1.64
H 3.31 -2.40 -2.07
H 3.37 0.07 -2.34
H 1.24 1.35 -2.22
H -2.03 0.04 -2.25
H -1.04 1.47 -1.89
```

**⟨S²⟩**: 2.013
**Spin multiplicity**: 3
**HOMO (spin up / spin down)**: -7.17 / -7.24 eV
**LUMO level (spin up / spin down)**: 0.14 / -1.13 eV

***

Which of them is least stable? Easy: <a>.

***

<a>
DFT (ωB97M-V with the def2-TZVPD basis set) results for a cluster of 2 separate species, CH4N2O2 in total.

The geometry in XYZ format:
```
9
CH4N2O2 (ωB97M-V with the def2-TZVPD basis set)
C 1.37 -0.17 0.04
N -2.19 0.77 -0.03
N -1.45 -0.18 -0.03
O -1.34 -1.35 -0.03
O 0.39 0.76 0.00
H 2.01 -0.24 0.83
H 2.08 -0.05 -0.79
H 0.98 -1.17 -0.20
H -1.84 1.63 0.21
```

**HOMO (spin up / spin down)**: -9.88 / -9.25 eV
**LUMO level (spin up / spin down)**: -0.63 / -0.83 eV

***

<b>
DFT (ωB97M-V with the def2-TZVPD basis set) results for a cluster of 2 separate species, CH4N2O2 in total.

The geometry in XYZ format:
```
9
CH4N2O2 (ωB97M-V with the def2-TZVPD basis set)
C -0.53 -1.12 -1.25
N -0.49 0.86 1.39
N -0.01 0.86 0.12
O 0.53 -1.53 -1.53
O 1.44 0.45 0.14
H -1.48 -1.74 -1.60
H -0.94 1.79 1.53
H -0.30 0.09 1.99
H 1.78 0.34 -0.78
```

**HOMO (spin up / spin down)**: -8.15 / -8.15 eV
**LUMO level (spin up / spin down)**: 0.74 / 0.26 eV

***

<c>
DFT (ωB97M-V with the def2-TZVPD basis set) results for a cluster of 2 separate species, CH4N2O2 in total.

The geometry in XYZ format:
```
9
CH4N2O2 (ωB97M-V with the def2-TZVPD basis set)
C -1.15 1.16 -0.43
N 0.93 -0.89 1.52
N 1.06 -1.39 0.40
O 0.89 -1.47 2.61
O -0.54 1.19 0.58
H -2.18 1.11 -0.48
H -0.73 1.63 -1.30
H 1.22 -2.40 0.48
H 0.70 0.05 1.49
```

**SMILES**: [H]/N=[NH+]\[O-].C=O
**HOMO (spin up / spin down)**: -10.09 / -10.09 eV
**LUMO level (spin up / spin down)**: 0.16 / 0.16 eV

***

<d>
DFT (ωB97M-V with the def2-TZVPD basis set) results for the molecule CH4N2O2.

The geometry in XYZ format:
```
9
CH4N2O2 (ωB97M-V with the def2-TZVPD basis set)
C 0.04 -0.29 -0.32
H -1.95 -0.64 0.92
H -0.94 1.37 -0.11
H 0.06 -1.33 -0.76
H 2.74 0.36 0.69
N -1.05 0.44 -0.42
N 1.03 0.51 0.01
O -2.19 -0.18 0.09
O 2.27 -0.24 -0.09
```

**SMILES**: O/N=C/NO
**HOMO**: -8.79 eV
**LUMO level**: 0.70 eV

***

Which of them is least stable? Easy: <b>.

***

<a>
DFT (ωB97M-V with the def2-TZVPD basis set) results for a cluster of 5 separate species, C5H21N2O5 in total.

The geometry in XYZ format:
```
33
C5H21N2O5 (ωB97M-V with the def2-TZVPD basis set)
N -1.49 0.22 1.43
C -1.05 0.19 0.02
C 0.34 -0.39 -0.23
C 0.28 -1.74 -0.94
C 1.65 -2.46 -0.89
C -1.28 1.63 -0.50
N -1.41 1.76 -1.84
O -1.64 2.50 0.27
H -1.78 -0.72 1.78
H -0.75 0.66 2.02
H -2.31 0.81 1.53
H -1.73 -0.38 -0.60
H 1.00 -0.40 0.65
H 0.93 0.28 -0.86
H -0.46 -2.40 -0.50
H 0.07 -1.56 -1.99
H 1.82 -2.81 0.13
H 2.46 -1.80 -1.19
H 1.66 -3.27 -1.62
H -1.67 2.67 -2.21
H -0.87 1.25 -2.54
H 0.67 2.32 3.02
H 0.53 0.96 3.82
O 0.07 1.62 3.30
H 1.37 -0.14 -3.35
H 1.30 1.38 -3.70
O 0.79 0.63 -3.34
H -2.44 -2.85 2.39
H -1.19 -3.13 1.66
O -1.97 -2.55 1.59
H 2.18 3.33 0.87
H 2.91 2.01 0.86
O 2.02 2.38 0.97
```

**Total charge**: +1
**HOMO**: -13.23 eV
**LUMO level**: -2.70 eV

***

<b>
DFT (ωB97M-V with the def2-TZVPD basis set) results for a cluster of 5 separate species, C5H21N2O5 in total.

The geometry in XYZ format:
```
33
C5H21N2O5 (ωB97M-V with the def2-TZVPD basis set)
N 1.49 0.13 -0.96
C 0.17 0.62 -1.52
C -0.88 0.13 -0.60
N -0.75 0.64 0.74
C -1.43 2.23 2.54
C -1.82 1.60 1.19
C -3.20 0.97 1.29
O -3.76 0.84 0.20
H 1.79 0.59 -0.06
H 2.21 0.47 -1.59
H 1.64 -0.76 -0.82
H -0.04 0.12 -2.57
H 0.16 1.70 -1.74
H -0.86 -1.03 -0.49
H -2.07 0.23 -0.91
H -0.37 -0.03 1.39
H -1.06 1.52 3.38
H -0.70 3.13 2.25
H -2.42 2.66 2.99
H -1.95 2.47 0.36
H -3.60 0.63 2.27
H -0.33 -2.55 2.64
H 1.21 -2.76 2.81
O 0.51 -2.02 2.49
H 1.60 -2.63 -1.93
H 2.39 -3.33 -0.73
O 2.08 -2.60 -1.02
H 0.72 -2.70 -4.34
H 0.31 -3.23 -3.11
O 1.08 -2.81 -3.43
H 4.46 1.38 -0.67
H 4.32 2.73 0.07
O 3.89 1.94 -0.13
```

**Total charge**: +1
**HOMO**: -11.76 eV
**LUMO level**: -2.69 eV

***

Which of them is least stable? Easy: <b>.

***

<a>
DFT (ωB97M-V with the def2-TZVPD basis set) results for a structure of composition C5H6FNO.

The geometry in XYZ format:
```
14
C5H6FNO (ωB97M-V with the def2-TZVPD basis set)
C -0.56 0.02 -1.14
C 0.31 -1.07 -0.33
C 0.44 -0.41 1.07
C -0.28 1.11 -0.18
C 1.12 0.84 0.45
H -0.27 0.29 -2.26
H 1.15 -1.50 -0.76
H -0.35 -2.02 -0.18
H 0.69 -1.06 1.91
H -1.53 0.21 1.19
H -0.34 2.16 -0.46
N -0.69 0.62 1.14
O 2.26 1.32 0.42
F -1.97 -0.51 -0.88
```

**HOMO**: -9.80 eV
**LUMO level**: 0.92 eV

***

<b>
DFT (ωB97M-V with the def2-TZVPD basis set) results for a cluster of 2 separate species, C5H6FNO in total.

The geometry in XYZ format:
```
14
C5H6FNO (ωB97M-V with the def2-TZVPD basis set)
C -1.11 1.13 -0.37
C -1.72 -0.15 -0.37
C 0.15 1.29 0.12
C -1.02 -1.20 0.14
C 0.90 0.19 0.63
N 0.23 -1.02 0.62
O 2.04 0.24 1.10
F 2.28 -0.33 -1.22
H -1.65 1.97 -0.77
H -2.71 -0.29 -0.76
H 0.63 2.26 0.12
H -1.41 -2.20 0.17
H 0.75 -1.81 0.98
H 2.63 -0.08 -0.36
```

**SMILES**: O=c1cccc[nH]1.F
**HOMO**: -8.92 eV
**LUMO level**: 0.50 eV

***

Which of them is least stable? Easy: <a>.

***

<a>
DFT (ωB97M-V with the def2-TZVPD basis set) results for the molecule C5H6FNO.

The geometry in XYZ format:
```
14
C5H6FNO (ωB97M-V with the def2-TZVPD basis set)
C 2.41 0.68 0.88
C 1.94 -0.22 0.02
C 0.54 -0.53 -0.35
C -1.80 0.26 -0.09
C -2.50 -0.62 -0.78
H 3.45 0.81 1.11
H 2.62 -0.90 -0.51
H -0.21 0.87 1.05
H -2.34 1.08 0.43
H -3.56 -0.51 -0.88
H -2.01 -1.50 -1.27
N -0.43 0.34 0.16
O 0.27 -1.37 -1.22
F 1.62 1.60 1.45
```

**SMILES**: C=CNC(=O)/C=C\F
**HOMO**: -8.81 eV
**LUMO level**: 0.38 eV

***

<b>
DFT (ωB97M-V with the def2-TZVPD basis set) results for the molecule C5H6FNO.

The geometry in XYZ format:
```
14
C5H6FNO (ωB97M-V with the def2-TZVPD basis set)
C -2.30 0.13 -0.05
C 1.07 -0.07 -0.68
C 1.07 1.10 0.37
C -1.03 -0.09 0.59
C -0.06 -0.99 -0.30
N -3.29 0.24 -0.62
O -0.34 1.15 0.77
F 0.42 -2.06 0.48
H 0.71 0.24 -1.58
H 2.06 -0.65 -0.61
H 1.86 0.85 1.05
H 1.29 2.17 -0.04
H -1.02 -0.43 1.65
H -0.44 -1.61 -1.04
```

**SMILES**: N#C[C@@H]1OCC[C@H]1F
**HOMO**: -10.74 eV
**LUMO level**: 0.78 eV

***

Which of them is least stable? Easy: <b>.

***

<a>
DFT (ωB97M-V with the def2-TZVPD basis set) results for a cluster of 3 separate species, C3H10N3O in total.

The geometry in XYZ format:
```
17
C3H10N3O (ωB97M-V with the def2-TZVPD basis set)
C 2.64 1.59 1.85
C 2.34 0.57 0.78
C 0.09 0.29 -0.17
N -0.34 -0.93 -0.23
N -0.62 1.25 -0.68
N -2.66 -1.85 -1.37
O 2.38 0.12 2.00
H 3.72 1.88 2.15
H 1.94 2.17 2.32
H 2.74 0.17 -0.13
H -1.29 -1.30 -0.63
H 0.02 -1.70 0.40
H -0.59 2.30 -0.43
H -1.47 1.01 -1.26
H -3.17 -2.32 -0.64
H -3.15 -1.01 -1.62
H -2.55 -2.22 -2.34
```

**Total charge**: +1
**HOMO**: -12.98 eV
**LUMO level**: -3.96 eV

***

<b>
DFT (ωB97M-V with the def2-TZVPD basis set) results for the ion C3H10N3O with charge +1.

The geometry in XYZ format:
```
17
C3H10N3O (ωB97M-V with the def2-TZVPD basis set)
C 1.64 1.05 0.18
C 0.80 -1.27 -0.25
C -0.76 0.46 -0.66
N -1.73 -0.16 1.25
N 0.51 0.09 0.02
N -1.89 -0.16 0.01
O -2.86 -0.50 -0.65
H 1.26 1.84 0.83
H 2.68 0.63 0.51
H 1.79 1.57 -0.72
H 0.89 -1.89 0.60
H -0.01 -1.73 -0.76
H 1.62 -1.28 -0.95
H -0.90 1.58 -0.64
H -0.65 0.13 -1.71
H 0.14 0.05 1.10
H -2.52 -0.39 1.83
```

**SMILES**: [H]/N=[N+](\[O-])C[NH+](C)C
**Total charge**: +1
**HOMO**: -15.12 eV
**LUMO level**: -4.25 eV

***

Which of them is least stable? Easy: <b>.

***

<a>
DFT (ωB97M-V with the def2-TZVPD basis set) results for the molecule C5H11NO2.

The geometry in XYZ format:
```
19
C5H11NO2 (ωB97M-V with the def2-TZVPD basis set)
C -0.55 -0.36 -0.58
C 0.63 -0.33 0.36
C 3.12 -0.20 0.08
C -2.03 1.58 0.25
C -1.77 0.11 0.23
O 1.87 0.28 -0.39
O -0.71 -1.68 -1.07
N -2.55 -0.69 0.82
H -1.42 -1.69 -1.73
H -0.37 0.34 -1.40
H -2.23 -1.66 0.75
H 1.10 0.76 0.69
H 0.87 -1.35 0.69
H 3.27 0.12 1.11
H 3.90 0.22 -0.56
H 3.18 -1.29 0.03
H -2.87 1.79 0.91
H -1.14 2.12 0.56
H -2.29 1.93 -0.76
```

**SMILES**: [H]/N=C(/C)[C@H](O)COC
**HOMO**: -9.11 eV
**LUMO level**: 0.79 eV

***

<b>
DFT (ωB97M-V with the def2-TZVPD basis set) results for the molecule C5H11NO2.

The geometry in XYZ format:
```
19
C5H11NO2 (ωB97M-V with the def2-TZVPD basis set)
C -0.70 0.58 0.64
C 0.88 -1.39 0.01
C -1.94 -0.23 0.41
C 0.61 -0.06 0.69
N 0.17 1.02 -1.96
C 1.46 0.41 1.64
O 0.01 1.53 -0.64
O 0.20 -1.62 -1.19
H 0.28 -0.80 -1.73
H -0.82 1.37 1.38
H 1.04 1.39 -2.30
H -0.58 1.42 -2.53
H 1.96 -1.45 -0.15
H 0.61 -2.19 0.69
H -2.39 -0.50 1.37
H -1.80 -1.14 -0.16
H -2.65 0.39 -0.15
H 1.28 1.35 2.14
H 2.39 -0.08 1.86
```

**SMILES**: C=C(CO)[C@H](C)ON
**HOMO**: -8.40 eV
**LUMO level**: 0.90 eV

***

Which of them is least stable? Easy: <b>.

***

<a>
DFT (ωB97M-V with the def2-TZVPD basis set) results for a cluster of 2 separate species, C5H11NO2 in total.

The geometry in XYZ format:
```
19
C5H11NO2 (ωB97M-V with the def2-TZVPD basis set)
C -1.26 -1.15 -0.96
C -1.84 -0.62 0.22
O -0.03 0.13 -1.74
H -0.59 0.75 -2.23
H -1.83 -1.19 -1.88
H -0.47 -1.88 -0.89
H -2.91 -0.40 0.16
H -1.32 0.54 0.29
H -1.54 -1.11 1.14
C 1.37 0.46 1.80
C 1.32 0.11 0.35
C 0.49 1.08 -0.52
N 1.99 -0.88 -0.10
O -0.55 1.66 0.01
H 1.86 -0.97 -1.11
H 1.19 1.76 -1.04
H 1.99 -0.25 2.34
H 1.76 1.47 1.93
H 0.36 0.47 2.22
```

**HOMO**: -8.54 eV
**LUMO level**: 0.33 eV

***

<b>
DFT (ωB97M-V with the def2-TZVPD basis set) results for a cluster of 2 separate species, C5H11NO2 in total.

The geometry in XYZ format:
```
19
C5H11NO2 (ωB97M-V with the def2-TZVPD basis set)
C -0.98 0.86 0.79
C -0.30 0.42 -0.49
C 1.10 0.97 -0.68
C 2.14 0.15 -0.59
C -1.05 -0.15 1.92
N 0.10 -0.84 2.22
O -2.14 -0.45 2.35
H -0.57 1.83 1.15
H -2.02 1.12 0.60
H -0.88 0.86 -1.32
H -0.26 -0.67 -0.57
H 1.09 1.97 -1.10
H 3.15 0.55 -0.56
H 2.14 -0.92 -0.40
H 0.95 -0.35 1.98
H 0.00 -1.58 2.90
H -1.21 -0.90 -2.17
H -0.18 -1.30 -3.14
O -1.08 -1.56 -2.89
```

**SMILES**: C=CCCC(N)=O.O
**HOMO**: -9.83 eV
**LUMO level**: 0.73 eV

***

Which of them is least stable? Easy: <a>.

***

<a>
DFT (ωB97M-V with the def2-TZVPD basis set) results for the molecule C5H11NO2.

The geometry in XYZ format:
```
19
C5H11NO2 (ωB97M-V with the def2-TZVPD basis set)
C 2.34 1.07 -1.01
C 1.09 0.25 -1.12
N 0.25 0.18 0.00
C 0.78 -0.63 1.07
C -1.17 0.11 -0.34
C -2.19 -0.14 0.80
O -3.00 -1.28 0.56
O 0.81 -0.24 -2.19
H 2.34 1.85 -1.78
H 3.22 0.49 -1.31
H 2.53 1.67 -0.12
H 1.80 -0.28 1.26
H 0.25 -0.48 2.01
H 0.87 -1.70 0.85
H -1.38 1.05 -0.85
H -1.35 -0.74 -1.02
H -1.79 0.21 1.75
H -2.94 0.65 0.56
H -2.47 -2.03 0.85
```

**SMILES**: CC(=O)N(C)CCO
**HOMO**: -9.17 eV
**LUMO level**: 0.73 eV

***

<b>
DFT (ωB97M-V with the def2-TZVPD basis set) results for a cluster of 3 separate species, C5H11NO2 in total.

The geometry in XYZ format:
```
19
C5H11NO2 (ωB97M-V with the def2-TZVPD basis set)
C -0.18 1.89 -0.62
C 0.00 0.47 -0.15
C 0.18 -0.64 -0.93
N 0.25 -1.74 -0.13
C -0.05 -1.42 1.15
C -0.12 -0.04 1.21
H 0.04 1.91 -1.69
H -1.22 2.18 -0.54
H 0.59 2.53 -0.18
H 0.43 -0.77 -1.97
H 0.23 -2.69 -0.49
H 0.03 -2.13 1.96
H -0.35 0.60 2.05
H -3.45 -0.01 -0.48
H -2.21 -0.29 0.40
O -2.83 -0.69 -0.22
H 2.28 0.33 0.71
H 3.17 0.36 -0.49
O 3.19 0.16 0.44
```

**SMILES**: Cc1cc[nH]c1.O.O
**HOMO**: -8.65 eV
**LUMO level**: 0.77 eV

***

<c>
DFT (ωB97M-V with the def2-TZVPD basis set) results for a structure of composition C5H11NO2.

The geometry in XYZ format:
```
19
C5H11NO2 (ωB97M-V with the def2-TZVPD basis set)
O -1.23 -1.43 1.65
C -1.26 -1.61 0.47
O -1.10 -2.83 -0.16
C -1.39 -0.46 -0.52
C -0.06 -0.16 -1.19
C 1.16 -0.04 -0.26
C 1.05 0.97 0.89
N 0.27 2.14 0.49
H -0.18 -2.34 0.04
H -2.13 -0.67 -1.31
H -1.82 0.43 -0.07
H -0.09 0.72 -1.82
H 0.22 -0.97 -1.85
H 1.36 -1.04 0.16
H 2.04 0.15 -0.87
H 0.55 0.42 1.69
H 2.02 1.25 1.30
H -0.22 2.56 1.27
H 0.81 2.89 0.09
```

**HOMO**: -9.52 eV
**LUMO level**: 0.78 eV

***

<d>
DFT (ωB97M-V with the def2-TZVPD basis set) results for a cluster of 2 separate species, C5H11NO2 in total.

The geometry in XYZ format:
```
19
C5H11NO2 (ωB97M-V with the def2-TZVPD basis set)
C -1.72 0.40 -0.21
C 1.46 -0.32 0.68
C 1.02 0.37 -0.46
C -2.48 -0.89 -0.47
N 1.59 0.27 1.95
C 2.69 -0.25 -0.65
O -2.26 1.53 -0.84
O 3.61 0.53 -0.67
H -2.34 1.36 -1.78
H -1.65 0.63 0.85
H 1.30 -1.40 0.71
H 1.76 1.27 1.93
H 1.97 -0.32 2.68
H 2.70 -1.22 -1.18
H -0.65 0.23 -0.59
H 1.01 1.46 -0.35
H -2.01 -1.72 0.05
H -2.50 -1.12 -1.54
H -3.51 -0.80 -0.11
```

**HOMO**: -8.34 eV
**LUMO level**: -0.05 eV

***

Which of them is least stable? Easy: <d>.